Record 1
The following is a DFT calculation (ωB97M-V with the def2-TZVPD basis set) of a molecular structure, C24H20BrN3O5Os.

For the electronic energy, the calculation gives -4131.69329 Ha. Its energy above the lowest of the compared OMol25 structures with the same formula, charge and spin is 0.0 kcal per mole. The maximum force is 0.6 eV/A. Its HOMO-LUMO gap (spin up / spin down) is 7.548 / 7.069 eV. Its LUMO energy (spin up / spin down) is -0.400 / -1.607 eV. As for the multiplicity: 5.

Element x y z (Å)
1 Os 0.870 -0.855 0.501
2 O 1.317 -1.313 2.323
3 C 0.468 -1.459 3.346
4 C 0.994 -1.318 4.629
5 C 0.193 -1.490 5.739
6 C -1.155 -1.817 5.603
7 C -1.681 -1.965 4.340
8 C -0.896 -1.788 3.189
9 C -1.565 -1.941 1.921
10 N -1.017 -1.723 0.781
11 N -1.802 -1.837 -0.361
12 C -1.152 -1.385 -1.385
13 O 0.095 -0.939 -1.319
14 C -1.792 -1.330 -2.715
15 C -3.159 -1.559 -2.846
16 C -3.751 -1.492 -4.095
17 C -2.985 -1.197 -5.215
18 C -1.623 -0.969 -5.086
19 C -1.025 -1.032 -3.837
20 H 2.040 -1.062 4.723
21 H 0.621 -1.365 6.724
22 H -1.779 -1.947 6.475
23 H -2.728 -2.211 4.214
24 H -2.612 -2.235 1.919
25 H -3.743 -1.779 -1.965
26 H -4.814 -1.663 -4.195
27 H -3.452 -1.141 -6.190
28 H -1.026 -0.738 -5.958
29 H 0.034 -0.852 -3.723
30 N 5.074 -1.872 -0.658
31 C 3.871 -1.480 -0.203
32 O 2.864 -2.162 -0.388
33 C 3.787 -0.189 0.565
34 C 2.462 0.503 0.266
35 H 5.151 -2.752 -1.139
36 H 5.896 -1.316 -0.509
37 H 4.653 0.452 0.372
38 H 3.820 -0.467 1.624
39 H 2.449 0.892 -0.758
40 H 2.309 1.340 0.948
41 Br -0.312 5.735 -3.577
42 C -0.340 4.615 -2.045
43 C -0.457 5.186 -0.788
44 C -0.478 4.361 0.323
45 C -0.378 2.979 0.190
46 C -0.266 2.434 -1.082
47 C -0.247 3.244 -2.207
48 C -0.411 2.140 1.450
49 O -0.596 2.692 2.519
50 O -0.249 0.858 1.331
51 H -0.533 6.259 -0.684
52 H -0.571 4.773 1.318
53 H -0.205 1.364 -1.209
54 H -0.168 2.814 -3.196



Record 2
The following is a DFT calculation (ωB97M-V with the def2-TZVPD basis set) of 15 unconnected molecules or ions with the total composition C59H63Cl8N11.

For the electronic energy, the calculation gives -6569.66895 Ha. Its energy above the lowest of the compared OMol25 structures with the same formula, charge and spin is 13.0 kcal per mole. The maximum force is 4.2 eV/A. Its HOMO-LUMO gap is 9.264 eV. Its LUMO energy is 0.032 eV.

Element x y z (Å)
1 N -3.365 -7.981 2.972
2 C -3.035 -6.939 2.088
3 C -1.862 -6.953 1.333
4 C -1.037 -8.047 1.531
5 C -1.370 -9.113 2.357
6 C -2.536 -9.051 3.093
7 H -3.813 -6.215 1.896
8 H -1.502 -6.089 0.793
9 H -0.147 -8.096 0.920
10 H -0.729 -9.982 2.386
11 H -2.833 -9.817 3.795
12 N -3.025 0.715 -3.456
13 C -1.927 0.984 -4.189
14 C -1.104 -0.046 -4.665
15 C -1.594 -1.370 -4.404
16 C -2.664 -1.669 -3.573
17 C -3.381 -0.587 -3.161
18 H -1.711 2.030 -4.347
19 H -0.219 0.074 -5.272
20 H -1.023 -2.259 -4.627
21 H -2.899 -2.675 -3.256
22 H -4.256 -0.846 -2.583
23 N 7.854 -0.527 1.741
24 C 8.079 -1.885 1.939
25 C 7.119 -2.830 1.575
26 C 5.950 -2.447 0.872
27 C 5.678 -1.103 0.745
28 C 6.710 -0.164 1.125
29 H 9.015 -2.155 2.405
30 H 7.421 -3.860 1.685
31 H 5.172 -3.137 0.579
32 H 4.798 -0.893 0.154
33 H 6.663 0.888 0.885
34 N 4.502 -0.401 -5.615
35 C 3.864 0.411 -4.743
36 C 2.842 0.019 -3.884
37 C 2.299 -1.260 -4.030
38 C 3.002 -2.121 -4.884
39 C 4.073 -1.704 -5.639
40 H 4.159 1.450 -4.753
41 H 2.456 0.763 -3.204
42 H 1.427 -1.706 -3.575
43 H 2.649 -3.141 -4.845
44 H 4.523 -2.341 -6.385
45 N -3.291 4.936 -1.500
46 C -3.467 4.026 -2.509
47 C -3.262 4.347 -3.832
48 C -3.008 5.686 -4.160
49 C -2.993 6.619 -3.154
50 C -3.108 6.179 -1.863
51 H -3.441 3.024 -2.105
52 H -3.232 3.608 -4.619
53 H -2.953 5.949 -5.206
54 H -2.777 7.645 -3.414
55 H -3.112 6.848 -1.015
56 N 1.711 -3.967 -0.271
57 C 2.347 -3.950 -1.497
58 C 2.647 -5.101 -2.161
59 C 2.355 -6.336 -1.614
60 C 1.701 -6.376 -0.394
61 C 1.387 -5.209 0.302
62 H 2.611 -3.034 -2.005
63 H 3.158 -4.975 -3.103
64 H 2.490 -7.276 -2.128
65 H 1.397 -7.297 0.081
66 H 0.876 -5.219 1.253
67 N 3.208 3.400 -2.387
68 C 2.537 3.210 -1.280
69 C 1.486 4.056 -0.889
70 C 1.082 5.122 -1.690
71 C 1.733 5.254 -2.950
72 C 2.735 4.342 -3.267
73 H 2.843 2.436 -0.593
74 H 0.998 3.867 0.055
75 H 0.470 5.929 -1.317
76 H 1.419 6.052 -3.607
77 H 3.187 4.358 -4.248
78 N 0.498 1.372 1.477
79 C -0.426 1.376 0.509
80 C -0.658 0.213 -0.174
81 C 0.216 -0.872 -0.131
82 C 1.221 -0.830 0.809
83 C 1.347 0.296 1.572
84 H -0.979 2.282 0.307
85 H -1.516 0.087 -0.817
86 H 0.020 -1.791 -0.664
87 H 1.940 -1.622 0.956
88 H 2.146 0.382 2.293
89 N 3.325 3.966 4.275
90 C 3.731 2.664 4.216
91 C 4.107 2.138 3.018
92 C 4.044 2.879 1.829
93 C 3.585 4.192 1.876
94 C 3.161 4.693 3.108
95 H 3.645 2.141 5.156
96 H 4.472 1.127 2.917
97 H 4.239 2.425 0.869
98 H 3.391 4.875 1.062
99 H 2.881 5.713 3.323
100 N -2.237 -3.605 -0.538
101 C -1.757 -4.576 -1.384
102 C -2.603 -5.552 -1.820
103 C -3.856 -5.675 -1.214
104 C -4.342 -4.692 -0.366
105 C -3.493 -3.626 -0.067
106 H -0.721 -4.502 -1.682
107 H -2.246 -6.164 -2.635
108 H -4.497 -6.498 -1.492
109 H -5.327 -4.739 0.076
110 H -3.763 -2.748 0.502
111 N -5.667 7.696 2.909
112 C -6.801 8.063 2.314
113 C -7.034 7.629 0.988
114 C -6.199 6.697 0.312
115 C -5.008 6.360 1.105
116 C -4.791 6.818 2.330
117 H -7.320 8.857 2.830
118 H -7.884 8.103 0.519
119 H -6.402 6.371 -0.697
120 H -4.249 5.661 0.786
121 H -3.946 6.603 2.967
122 C -3.704 1.975 2.786
123 Cl -3.119 0.791 3.978
124 Cl -4.206 1.245 1.280
125 H -4.393 2.649 3.295
126 H -2.788 2.526 2.574
127 C -0.801 -3.127 2.925
128 Cl 0.770 -2.742 3.613
129 Cl -1.494 -4.367 3.941
130 H -1.452 -2.265 2.776
131 H -0.769 -3.473 1.892
132 C 1.131 -1.739 7.624
133 Cl 1.886 -0.496 6.746
134 Cl 0.851 -1.379 9.356
135 H 0.193 -2.008 7.139
136 H 1.656 -2.687 7.502
137 C -0.338 4.811 2.944
138 Cl 0.299 6.451 3.215
139 Cl -1.833 5.079 2.122
140 H 0.264 4.273 2.212
141 H -0.360 4.221 3.860



Record 3
The following is a DFT calculation (ωB97M-V with the def2-TZVPD basis set) of 2 unconnected molecules or ions with the total composition C2H8OP2.

For the electronic energy, the calculation gives -838.88476 Ha. Its energy above the lowest of the compared OMol25 structures with the same formula, charge and spin is 0.4 kcal per mole. The maximum force is 0.7 eV/A. Its HOMO-LUMO gap is 8.617 eV. Its LUMO energy is -0.658 eV.

Element x y z (Å)
1 C 1.582 2.436 0.799
2 C -1.643 -0.731 -0.584
3 O -2.025 -1.753 -1.456
4 P 0.061 -3.075 -0.063
5 P -0.150 -1.140 0.482
6 H 0.934 1.808 1.394
7 H 1.757 3.377 1.302
8 H 1.123 2.624 -0.164
9 H -2.485 -0.574 0.099
10 H -1.461 0.220 -1.107
11 H -1.363 -1.856 -2.151
12 H 1.148 -3.258 0.806
13 H 2.524 1.922 0.646